A molecular structure, C55H40F3N2O3P2PdSSbTe. Source: OMol25; level of theory: ωB97M-V with the def2-TZVPD basis set.

Geometry as XYZ:
```
109
Properties=species:S:1:pos:R:3:forces:R:3
C -4.873 -2.895 -0.658 0.00 0.00 0.01
H -1.434 -1.901 5.217 0.01 -0.02 -0.01
C -0.974 2.000 -3.933 0.05 0.05 -0.06
H 0.708 0.807 7.234 0.01 0.00 -0.02
C 0.023 1.112 6.451 -0.02 -0.01 -0.01
H 2.736 -2.760 -2.270 -0.04 0.03 0.05
C 1.709 -3.947 0.730 0.00 0.04 -0.01
H -0.525 0.977 -7.161 0.02 -0.01 0.03
H -2.351 3.547 -3.348 -0.01 0.01 -0.01
H 0.458 4.244 -3.921 -0.01 0.01 0.01
C 3.055 -1.626 2.933 -0.05 0.01 0.05
H 4.875 -0.571 -0.512 -0.02 -0.01 0.01
C 4.140 -0.293 -2.498 0.06 -0.03 0.00
H 4.552 1.129 1.645 -0.04 0.00 -0.03
C 1.743 -1.201 2.918 0.07 -0.06 -0.01
O 3.755 1.078 -5.664 -0.05 -0.04 -0.07
H -5.447 -4.962 -0.837 0.00 0.01 0.01
P -0.342 0.708 2.303 0.01 -0.62 0.20
C 4.136 -0.738 -3.803 -0.06 0.04 0.08
C -3.460 -3.903 3.417 -0.03 0.02 0.02
H 4.873 -2.164 -5.234 0.01 0.00 0.03
H 6.308 -2.509 -1.195 -0.03 -0.01 -0.02
H -1.281 2.171 7.791 0.00 0.00 0.00
C 0.266 0.730 5.134 -0.09 -0.06 -0.02
H -2.823 2.877 5.980 0.01 0.00 -0.02
C -1.884 2.486 -6.502 0.03 -0.02 0.09
C -1.951 2.970 -4.174 0.06 -0.07 0.04
Te -3.232 -0.852 2.861 0.65 -0.32 -0.03
C 1.020 -2.056 -1.177 -0.10 -0.33 0.02
C 4.897 -1.816 -4.208 -0.06 -0.01 -0.12
C -0.603 1.091 4.107 -0.08 0.25 0.01
C -2.415 3.220 -5.460 -0.01 0.02 0.05
F -5.478 3.453 0.858 -0.03 0.00 0.04
H 0.703 -1.403 -1.978 0.02 0.16 -0.03
C -1.091 1.877 6.766 0.01 -0.01 -0.04
C 3.186 0.856 -2.299 -0.29 0.04 0.30
N 2.550 1.213 -3.433 -0.02 -0.09 -0.23
C -3.134 3.659 0.689 0.10 0.00 0.04
H 2.336 5.685 0.419 -0.01 0.00 -0.03
Sb -0.085 1.688 -1.967 -0.45 1.01 0.04
N -2.151 -5.189 4.970 0.01 0.11 -0.03
C 0.602 -3.139 0.920 0.06 -0.05 0.05
P -1.280 -1.100 0.192 0.26 -0.75 0.49
H 2.223 1.955 1.806 0.02 0.05 -0.24
C 1.344 4.098 -0.667 0.01 -0.10 -0.08
H -3.170 -5.796 -0.339 0.02 0.00 -0.02
C -1.703 1.891 4.440 0.08 0.04 0.01
C -0.920 1.522 -6.313 0.01 -0.02 0.05
H -1.024 3.725 0.414 0.04 0.03 0.00
H -1.343 -4.235 0.100 0.05 -0.01 0.02
C -1.946 3.278 0.070 -0.09 0.00 -0.05
H 6.279 -3.307 -3.529 0.03 0.02 0.01
C -1.931 -2.797 4.859 0.01 -0.03 -0.02
C 3.767 0.468 1.993 0.04 -0.01 -0.01
F -2.330 2.732 -7.763 -0.05 0.03 -0.08
H 5.101 -1.144 2.450 -0.02 -0.01 -0.01
H -3.476 -6.042 3.654 -0.03 0.02 0.00
H -3.167 3.974 -5.656 0.01 -0.02 0.00
H 1.368 3.402 0.165 0.00 0.01 0.07
C 1.404 5.821 -2.834 -0.05 -0.06 -0.10
H 3.298 -2.613 3.314 -0.01 0.01 -0.01
H -0.017 -3.252 1.805 0.03 0.07 0.02
C -0.467 1.285 -5.018 -0.08 -0.01 0.23
H -3.160 1.011 -2.111 -0.03 0.01 0.01
H 0.310 0.542 -4.862 -0.35 0.19 -0.11
H -5.285 1.664 -1.002 0.03 0.01 0.01
O 2.979 1.337 -1.182 0.49 0.08 -0.32
H 3.386 -4.405 -0.546 -0.02 -0.01 -0.01
H -2.362 2.227 3.647 -0.03 -0.03 0.01
C 1.903 5.361 -0.519 -0.02 -0.04 0.05
Pd 0.916 0.449 0.113 0.21 -0.38 0.04
H 1.451 6.502 -3.675 0.01 -0.02 0.02
C -4.643 -4.265 -0.631 0.04 -0.01 0.00
H 1.146 0.141 4.908 0.00 0.01 0.03
C -4.342 2.117 -0.718 0.02 -0.08 -0.06
C 0.843 4.551 -2.956 -0.02 -0.01 0.05
C 4.072 -0.799 2.448 0.01 0.03 0.00
H 1.964 -4.698 1.471 0.00 0.02 0.00
O 1.903 -0.459 -5.214 0.27 -0.38 -0.11
C -2.544 -2.461 -0.081 -0.20 0.23 -0.20
C 0.784 3.679 -1.873 -0.01 -0.03 -0.12
S 3.004 0.318 -4.692 0.42 0.25 0.25
C -1.607 -4.037 5.383 -0.08 -0.11 -0.05
C 2.148 -2.857 -1.363 -0.03 0.01 -0.05
H -0.866 -4.121 6.172 0.00 0.01 0.01
H -5.864 -2.518 -0.885 0.03 0.03 0.00
C -1.929 2.346 -0.962 0.04 -0.11 -0.26
C 2.502 -3.792 -0.406 -0.03 0.01 0.03
C -2.881 -2.715 3.845 -0.03 0.06 -0.02
C 5.694 -1.998 -1.928 -0.01 0.04 0.03
H -3.146 4.394 1.486 -0.01 -0.03 -0.02
C -3.058 -5.100 3.998 0.04 0.02 0.10
C -3.835 -2.015 -0.394 0.05 -0.03 -0.02
F 2.453 7.444 -1.485 0.02 0.04 0.01
C -3.366 -4.730 -0.356 0.01 0.06 0.02
C 0.242 -2.168 -0.017 -0.18 -0.08 -0.25
C -2.328 -3.838 -0.094 -0.06 0.02 0.05
C -1.953 2.273 5.749 0.02 -0.03 -0.02
C -3.142 1.762 -1.327 0.02 0.01 0.02
C 2.439 0.910 1.989 -0.03 -0.03 0.44
C 5.684 -2.446 -3.249 -0.05 0.00 0.03
C 1.400 0.066 2.423 0.13 0.39 0.01
C 4.914 -0.916 -1.538 0.08 -0.03 -0.01
H -4.191 -3.903 2.616 0.05 -0.03 -0.01
H 0.946 -1.832 3.298 -0.01 -0.02 -0.11
H -4.016 -0.946 -0.430 -0.03 0.00 0.03
C -1.271 -0.868 2.032 -0.81 0.69 -0.17
C 1.911 6.201 -1.613 0.00 -0.04 0.03
C -4.309 3.073 0.274 0.04 0.01 -0.01
```
Positions in Å, forces in eV/Å.

Summary:
energy: -4471.7643 a.u.
orbital gap: 5.08 eV
total charge: -2
E_HOMO: -1.24 eV
LUMO level: 0.1413 Ha

2 unconnected molecules or ions with the total composition H6N5O. Source: OMol25; level of theory: ωB97M-V with the def2-TZVPD basis set.

Geometry as XYZ:
```
12
Properties=species:S:1:pos:R:3:forces:R:3
N 0.881 0.251 -0.406 -1.28 -0.95 -1.92
H 1.273 1.395 0.991 -0.56 1.29 1.03
N 0.851 -1.057 -0.701 0.03 1.64 0.17
H 1.307 -1.569 0.034 1.13 -0.64 0.85
H -1.332 1.569 -0.850 2.08 2.05 -1.24
N 1.820 0.751 0.492 -0.18 0.95 -2.26
N -1.334 0.298 0.567 0.23 -0.05 0.50
N -1.897 0.826 -0.648 -1.84 -5.33 0.71
H -1.748 -0.048 -1.268 -0.16 2.32 0.33
H -0.513 -1.406 0.158 -0.21 0.46 -0.57
H 2.118 0.084 1.107 1.08 -2.60 2.25
O -1.425 -1.094 0.523 -0.31 0.86 0.16
```
Positions in Å, forces in eV/Å.

Summary:
energy: -352.4174 a.u.
orbital gap (alpha / beta): 7.52 / 6.13 eV
total charge: -1
E_HOMO (alpha / beta): -2.61 / -1.15 eV
LUMO level (alpha / beta): 0.1806 / 0.1829 Ha

A molecular structure, C16H25N7OPd. Source: OMol25; level of theory: ωB97M-V with the def2-TZVPD basis set.

Geometry as XYZ:
```
50
Properties=species:S:1:pos:R:3:forces:R:3
H -2.939 2.824 -0.333 -0.01 -0.01 0.01
H 1.035 3.342 0.800 -0.02 0.00 -0.02
H -1.947 -1.331 3.153 0.02 -0.03 -0.01
C -2.016 0.401 0.897 -0.02 0.04 -0.05
H -2.210 1.169 1.648 0.08 -0.03 0.05
N 0.170 2.719 -1.826 -0.05 -0.30 -0.33
N -0.717 -3.808 -0.225 0.01 0.01 -0.06
C 0.500 -3.943 -2.256 -0.03 -0.02 0.04
Pd 0.363 0.994 -0.753 0.08 0.71 0.70
C -1.512 -4.483 0.834 -0.01 0.01 0.00
H 1.741 -2.384 -3.916 0.01 0.00 0.00
H -1.808 2.790 -2.521 -0.01 0.04 -0.01
H -0.280 -0.513 4.836 -0.02 -0.01 0.00
O -1.093 -1.868 0.817 0.11 -0.17 0.05
N 2.168 1.753 -0.019 0.20 0.15 -0.23
H 0.894 -4.528 -3.076 0.01 0.01 0.00
N -1.698 1.059 -0.402 -0.18 0.02 -0.17
H 0.949 4.662 -1.345 -0.02 -0.01 0.01
H 2.844 1.923 2.009 -0.04 0.01 0.01
H -1.394 2.941 0.517 0.01 0.01 -0.01
H 3.230 0.401 1.227 0.03 0.03 0.01
H -2.520 -4.076 0.856 0.00 0.00 -0.01
C -1.879 2.565 -0.385 -0.03 -0.06 -0.06
H 1.797 0.544 4.002 0.02 0.02 -0.04
C -0.208 -4.536 -1.274 0.02 -0.03 -0.02
H -2.322 0.684 -1.116 0.12 -0.12 -0.05
C 1.232 0.478 1.864 -0.01 -0.26 0.25
H 3.015 1.671 -0.582 -0.04 -0.10 -0.05
H -2.907 -0.225 0.821 -0.05 0.08 -0.02
C 1.790 3.216 0.022 0.02 0.02 0.00
C 1.276 3.621 -1.348 0.01 0.09 0.06
C -0.485 -2.489 -0.237 -0.13 0.19 0.20
H -1.560 -5.539 0.587 0.00 0.00 0.00
N 1.362 -1.894 -3.117 -0.03 0.00 -0.01
C -1.265 3.148 -1.645 -0.02 0.06 0.06
H 1.459 -0.894 -3.101 0.02 0.01 0.01
H 2.082 3.540 -2.079 0.00 0.04 -0.01
H 0.304 2.609 -2.830 0.00 0.03 -0.01
H -1.021 -4.365 1.796 0.01 0.00 0.00
H -0.411 -5.598 -1.257 -0.01 0.00 0.01
H 2.651 3.831 0.294 0.02 -0.03 0.00
C 2.453 1.168 1.321 0.05 0.09 0.00
N 0.382 0.041 1.002 -0.19 -0.45 0.08
C -1.049 -0.800 2.843 0.04 0.11 0.09
C 1.021 0.241 3.301 0.11 0.01 -0.09
C 0.692 -2.539 -2.182 0.00 -0.06 0.03
C -0.873 -0.581 1.374 -0.04 0.09 -0.08
H -1.341 4.236 -1.639 0.01 0.00 0.01
N 0.177 -1.824 -1.133 0.04 -0.18 -0.29
C -0.131 -0.353 3.774 -0.10 -0.04 -0.04
```
Positions in Å, forces in eV/Å.

Summary:
energy: -1209.5145 a.u.
orbital gap: 4.92 eV
total charge: +4
E_HOMO: -21.38 eV
LUMO level: -0.6048 Ha

A molecular structure, C42H61BN3O4Re. Source: OMol25; level of theory: ωB97M-V with the def2-TZVPD basis set.

Geometry as XYZ:
```
112
Properties=species:S:1:pos:R:3:forces:R:3
H 1.316 3.124 3.747 0.03 -0.01 -0.05
H 0.890 3.201 0.537 -0.02 0.07 -0.09
H 4.003 -2.695 2.460 0.01 0.05 -0.01
H -4.172 2.263 3.224 -0.03 0.03 0.00
H 1.855 3.773 -4.695 0.02 0.04 -0.04
H -0.863 -0.784 -3.328 0.00 0.02 0.09
C 3.686 -0.645 3.054 0.00 -0.11 0.01
C -1.782 -3.622 -0.252 -0.02 0.00 0.02
C -0.663 3.762 -0.843 -0.01 0.03 0.00
H -5.891 -0.240 2.403 -0.02 -0.02 0.03
H -0.815 2.395 3.760 0.02 0.00 -0.08
C -1.864 3.178 -0.108 -0.03 0.16 0.10
H 4.021 -2.175 -3.929 0.00 -0.04 -0.03
H -2.130 -0.847 -5.433 -0.01 -0.05 -0.02
C -0.501 -0.181 -4.158 0.00 -0.06 -0.01
H 4.749 2.580 -0.728 0.00 0.02 0.00
H 1.233 4.703 -0.317 0.05 0.05 -0.04
C 1.215 3.184 -4.054 0.00 -0.05 0.06
C -0.474 0.266 3.830 -0.11 0.13 0.05
C 0.846 1.902 -4.422 -0.01 0.03 0.06
H 1.186 1.499 -5.365 0.03 -0.04 -0.07
C -0.610 1.568 3.074 -0.13 0.06 0.15
C -3.211 -0.919 2.158 -0.03 0.03 0.06
H -2.278 3.946 0.547 -0.02 0.06 0.06
H -0.972 -2.148 -1.630 0.04 0.00 -0.04
H -2.650 2.859 -0.788 -0.03 0.06 0.04
C 0.654 -1.788 3.645 0.01 -0.12 0.08
O 0.106 -0.676 2.931 -0.07 -0.22 -0.13
N -2.156 -0.562 -0.003 0.06 0.04 -0.10
H -4.638 0.819 4.099 -0.01 -0.04 0.05
C 4.590 0.999 -2.937 0.01 -0.04 0.02
O 2.171 -2.054 1.736 -0.09 0.06 0.04
H -5.408 -0.287 0.718 0.02 -0.04 -0.10
N -1.188 0.840 -1.508 0.11 -0.33 -0.07
H 4.733 -0.321 3.085 -0.04 -0.04 -0.01
H 0.381 -3.735 -0.159 0.07 0.06 0.06
Re 0.937 0.019 0.856 0.56 0.39 -0.21
H -0.162 -2.337 4.130 0.05 0.07 -0.01
H -1.334 0.628 -5.984 0.02 0.03 -0.04
H 0.180 0.370 4.704 -0.02 0.02 -0.08
H 3.160 2.158 -0.078 -0.01 0.00 0.04
H 0.040 4.691 0.986 -0.01 0.03 0.06
H -1.584 2.321 0.506 -0.03 0.08 -0.06
C -3.097 -0.177 -0.950 -0.01 0.09 -0.02
H -2.586 -4.365 -0.319 0.05 0.00 0.00
H 1.531 -0.920 -4.459 0.08 -0.05 0.08
C 0.444 4.117 0.149 0.08 -0.10 -0.04
H -0.383 -5.130 -0.897 0.01 -0.01 -0.03
H 3.288 3.153 -1.523 -0.10 0.10 -0.04
H -3.179 -3.673 4.138 -0.02 -0.02 0.02
H -1.508 -3.654 -2.366 -0.01 -0.03 -0.04
O 0.572 1.831 2.314 0.01 -0.44 -0.09
C -0.098 2.978 -2.024 0.01 0.17 -0.06
H -2.978 1.161 -2.661 -0.01 0.02 -0.11
C 2.903 -0.028 -1.573 0.04 0.11 -0.01
H -1.416 1.506 2.341 0.11 -0.03 0.07
C 3.727 2.309 -0.995 -0.03 0.01 0.00
C 3.922 -1.256 -3.363 0.06 0.00 -0.02
H 5.216 1.853 -3.163 0.02 0.03 -0.02
H 0.258 -2.044 -4.956 -0.03 -0.04 -0.03
H 1.438 -2.639 -2.641 -0.07 0.02 -0.04
C 3.032 -1.224 -2.302 -0.01 -0.08 -0.03
H -1.450 -0.099 4.165 0.14 0.02 -0.02
C 3.531 -1.790 2.065 0.05 0.02 0.00
H -5.787 1.259 1.475 -0.02 0.04 0.00
C -2.425 -3.580 2.139 -0.01 0.03 -0.02
H -0.422 -4.954 0.848 0.01 -0.03 0.08
H 2.272 1.003 4.508 0.01 0.01 -0.07
H -2.696 -2.460 -1.860 0.03 0.01 -0.02
H 0.642 -0.653 -5.951 0.03 0.04 -0.06
H -2.940 1.233 3.941 -0.06 0.02 0.02
H 2.893 -3.327 -1.932 0.00 -0.04 -0.03
H 3.398 -0.947 4.069 0.00 0.02 -0.05
H 2.187 3.033 2.204 -0.01 -0.05 0.01
O 2.850 0.415 2.616 0.08 0.09 -0.07
C 1.685 2.444 2.974 0.13 0.05 0.10
C -2.184 -2.812 0.993 -0.01 -0.12 0.02
C -0.384 1.658 -2.369 -0.02 -0.09 -0.02
H -4.102 -0.551 -0.947 -0.12 -0.04 0.03
H 3.600 1.941 3.800 -0.07 0.01 0.02
C 0.022 1.134 -3.612 0.04 -0.04 -0.05
H -1.009 4.702 -1.287 0.01 -0.02 0.02
C -3.894 1.227 3.416 0.03 -0.03 0.01
H 1.924 -3.466 3.244 -0.02 0.02 -0.01
C -0.476 -4.404 -0.090 -0.02 0.05 0.10
C 1.351 -2.722 2.682 0.05 -0.07 0.04
C -5.322 0.286 1.635 0.05 0.04 0.01
B -0.880 0.068 -0.313 -0.29 0.19 -0.07
C 2.246 -2.449 -1.932 -0.02 0.01 0.04
C 3.728 1.078 -1.855 -0.01 -0.02 -0.04
C 0.550 -0.994 -4.920 0.00 0.02 0.06
C 2.653 1.436 3.573 -0.07 0.00 0.04
H 3.999 -1.532 1.114 -0.02 0.01 0.04
H -2.459 0.693 -4.640 -0.05 0.01 0.03
H 0.932 4.749 -2.637 0.02 0.06 0.02
H 0.596 -3.237 2.095 -0.06 -0.09 -0.08
C 4.684 -0.150 -3.706 -0.06 -0.01 0.03
C 0.715 3.718 -2.886 0.04 0.01 0.02
C -3.425 -1.726 3.266 0.01 -0.04 -0.03
H -3.339 1.057 1.349 -0.05 -0.08 0.04
H 5.361 -0.193 -4.547 0.04 0.00 -0.02
H -3.959 -1.331 4.120 -0.04 0.02 0.06
N 2.039 0.016 -0.512 -0.33 -0.12 0.58
H 1.322 -1.399 4.421 0.01 -0.03 -0.06
C -3.865 0.453 2.095 -0.03 0.06 -0.05
H 1.803 -2.351 -0.942 0.05 -0.03 -0.05
H -2.202 -4.639 2.112 0.02 -0.04 -0.01
C -2.521 0.652 -1.834 -0.07 -0.08 0.06
C -3.002 -3.047 3.274 0.04 0.05 -0.01
C -2.507 -1.449 1.056 0.08 -0.02 0.01
C -1.682 0.090 -5.102 0.02 -0.02 0.03
C -1.743 -2.915 -1.599 -0.08 -0.02 -0.06
```
Positions in Å, forces in eV/Å.

Summary:
energy: -2205.1300 a.u.
orbital gap (alpha / beta): 6.66 / 6.89 eV
expectation value of S²: 3.797
total charge: +1
E_HOMO (alpha / beta): -8.72 / -9.87 eV
multiplicity: 4
LUMO level (alpha / beta): -0.0755 / -0.1098 Ha

2 unconnected molecules or ions with the total composition C2H2F2O2P. Source: OMol25; level of theory: ωB97M-V with the def2-TZVPD basis set.

Geometry as XYZ:
```
9
Properties=species:S:1:pos:R:3:forces:R:3
F 2.408 0.688 0.756 1.40 0.05 0.42
H 0.705 -0.180 -0.668 -0.16 -0.55 -0.32
P 0.364 -0.789 0.560 -0.92 1.46 -0.03
H -0.906 -0.091 0.612 0.26 -0.91 -0.26
C 1.105 0.830 1.251 -0.86 0.86 0.01
O 0.570 -3.215 2.718 1.17 0.02 -0.14
C -0.287 -2.446 2.565 0.27 -1.91 0.50
F 1.222 0.744 2.681 0.39 -0.54 -0.20
O -1.325 -1.961 2.638 -1.57 1.52 0.02
```
Positions in Å, forces in eV/Å.

Summary:
energy: -768.9426 a.u.
orbital gap: 5.52 eV
total charge: -1
E_HOMO: -1.94 eV
LUMO level: 0.1316 Ha

A molecular structure, C12H32CdIO4. Source: OMol25; level of theory: ωB97M-V with the def2-TZVPD basis set.

Geometry as XYZ:
```
50
Properties=species:S:1:pos:R:3:forces:R:3
H -2.857 3.044 0.486 0.03 -0.42 0.08
C 0.729 3.000 -0.081 1.18 0.76 -1.13
C 1.610 3.117 -1.290 1.61 1.96 -1.06
C -0.085 -3.370 0.317 -0.80 -1.87 -0.61
H 0.272 -2.959 -0.627 0.64 0.07 0.23
H -0.806 -4.927 -0.930 0.29 -0.83 0.52
H 3.354 0.450 -3.112 0.27 -0.14 0.01
H -1.974 -3.829 -0.659 -0.34 0.40 0.61
H 3.721 -2.803 -1.466 -0.59 -0.19 0.00
H -3.021 0.202 0.949 0.10 -1.20 -1.25
H -3.979 0.150 3.049 -0.21 0.14 -0.48
H 0.539 -4.797 1.921 -0.53 0.26 0.04
Cd -0.259 -0.278 0.165 -0.75 0.08 -1.78
H -0.411 3.965 1.304 -0.58 0.65 0.08
I -1.858 -0.467 -2.198 0.38 -0.18 0.36
H 4.431 -1.381 -1.982 0.12 0.43 0.28
O -0.065 1.911 -0.421 -1.47 -1.31 1.17
H 0.202 5.179 0.137 0.15 -0.21 0.05
C -3.117 0.776 3.278 -0.74 0.10 0.65
H 1.213 2.833 -2.264 -0.93 0.23 0.26
C -1.194 -4.342 -0.096 0.31 0.53 -0.96
H -0.890 -2.610 1.861 -0.33 0.47 0.48
C 3.581 -1.725 -1.393 0.28 -0.58 -1.02
H -1.574 -4.916 0.748 -0.05 -0.15 -0.28
H -3.619 3.329 2.049 0.03 0.10 0.01
H 2.419 0.297 -0.733 0.10 0.21 0.05
H -1.552 1.902 2.460 0.16 0.26 -0.34
H -4.285 2.086 1.042 -0.01 0.02 -0.34
H 1.908 4.164 -1.346 0.28 0.12 -0.38
H 3.715 -1.490 -0.337 -0.08 0.23 -0.10
H 1.471 -3.297 1.776 0.45 -0.21 -0.01
O 1.730 -0.334 -0.954 -1.02 0.00 0.05
O -2.122 0.502 1.103 -0.65 -0.14 0.62
C 2.268 -1.142 -2.003 2.57 -0.17 -1.55
H 1.626 -4.678 0.614 0.22 0.32 -0.06
H 1.368 2.740 0.763 -0.25 0.08 0.32
C -2.474 1.472 2.067 0.04 1.56 1.13
H 2.552 2.572 -1.339 0.11 -0.28 0.90
H 2.775 -0.871 -4.178 0.29 -0.26 0.32
C 0.948 -4.073 1.217 0.05 0.61 -0.62
C -0.216 4.179 0.253 0.95 -0.73 0.63
O -0.691 -2.261 0.989 0.25 -0.05 0.89
H 1.640 -1.922 -2.435 -0.82 0.10 1.21
C 2.566 -0.283 -3.284 -0.68 0.36 0.91
C -3.345 2.557 1.330 0.17 -0.70 1.64
H -0.805 2.340 -0.857 -0.67 -0.91 -0.46
H 1.678 0.295 -3.539 -0.23 -0.06 0.11
H -2.504 0.119 3.895 0.82 -0.08 -0.65
H -1.148 4.121 -0.308 0.07 0.06 -0.15
H -3.464 1.451 4.061 -0.16 0.57 -0.39
```
Positions in Å, forces in eV/Å.

Summary:
energy: -1242.5584 a.u.
orbital gap: 7.47 eV
total charge: +1
E_HOMO: -11.05 eV
LUMO level: -0.1313 Ha

| no. | maximum force (eV Å⁻¹) |
| --- | --- |
| 1 | 1.11 |
| 2 | 5.68 |
| 3 | 1.00 |
| 4 | 0.72 |
| 5 | 2.18 |
| 6 | 3.01 |